15
Properties=species:S:1:pos:R:3 method="wB97M-V/def2-TZVPD" spin_multiplicity=1 lumo_energy_ev=0.6 e_tot_ev=-17165.1478 de_lowest_kcal_mol=31.04 smiles=CSC.O.O homo_ev=-8.68
S -0.6043 -1.1125 0.6648
O 2.5280 2.7837 -2.0122
O 0.9975 2.2614 0.8973
C -0.2360 -2.7054 -0.2054
C -2.4237 -0.8344 0.4646
H 2.2623 3.6666 -2.0890
H 0.5406 1.5093 0.5025
H -0.9204 -2.6518 -0.9594
H 1.7026 2.3201 -2.2868
H 1.7047 2.4332 0.2078
H -0.3307 -3.5261 0.4913
H -2.4490 -0.3645 -0.4958
H 0.7550 -2.9904 -0.4200
H -3.0215 -1.7569 0.5594
H -2.8203 0.0394 1.2178

---

16
Properties=species:S:1:pos:R:3 method="wB97M-V/def2-TZVPD" spin_multiplicity=1 lumo_energy_ev=0.2 e_tot_ev=-28001.2547 de_lowest_kcal_mol=19.93 smiles=CCSS.O.O homo_ev=-8.10
S -1.0880 0.2567 -0.8598
S -1.1715 0.7540 1.1817
O 2.9073 -0.9642 -1.4309
O -3.8143 -2.6846 -2.3905
C 1.2980 1.4604 2.1882
C 0.1938 1.9530 1.2694
H 0.5558 2.1017 0.2647
H 2.1290 2.1312 2.2266
H -2.0060 -0.7058 -0.6888
H 2.0810 -1.4389 -1.2787
H -3.7851 -3.6441 -2.4842
H 3.3228 -1.5126 -2.1069
H -0.2258 2.8870 1.6427
H 1.5851 0.4253 1.9720
H -2.9490 -2.3895 -2.7231
H 0.9670 1.3706 3.2175

---

16
Properties=species:S:1:pos:R:3 method="wB97M-V/def2-TZVPD" spin_multiplicity=1 lumo_energy_ev=0.6 e_tot_ev=-28001.6179 de_lowest_kcal_mol=11.56 smiles=CSSC.O.O homo_ev=-8.73
S 0.9286 0.5333 0.1566
S -0.1765 -0.5157 -1.2650
O -3.0784 1.4182 1.7344
O -2.0018 -1.3560 2.4125
C 1.0501 -1.7684 -1.6809
C 2.1816 1.3067 -0.8618
H 2.8980 0.5925 -1.2654
H -2.8765 2.3474 1.8792
H 1.5418 -2.0727 -0.7790
H -1.1969 -1.0091 2.0121
H 1.7528 1.8715 -1.6801
H -2.3252 -0.5974 2.9227
H 1.8389 -1.4732 -2.3755
H -3.8409 1.4048 1.1497
H 0.5644 -2.6399 -2.1316
H 2.7399 1.9578 -0.2281

---

15
Properties=species:S:1:pos:R:3 method="wB97M-V/def2-TZVPD" s2=0.75 spin_multiplicity=2 lumo_energy_ev="-4.1 / -10.4" e_tot_ev=-8367.1770 charge=+1 de_lowest_kcal_mol=14.83 homo_ev="-14.88 / -14.86"
O 2.3356 -1.0379 0.7948
O -1.5042 0.9590 0.4116
O -1.1075 -2.4310 -0.7473
C -0.1538 1.5226 0.5260
C 0.4173 1.5247 -0.8503
H 1.0429 2.4497 -0.9541
H -1.9775 1.5162 -0.2388
H -0.4285 1.7051 -1.5932
H -0.4514 2.4214 1.0852
H 0.9420 0.5763 -0.9877
H -1.3332 -2.7624 -1.6510
H -1.7714 -1.6883 -0.7795
H 2.8999 -1.7901 1.1656
H 0.3015 0.6975 1.2039
H 1.4041 -1.3298 1.0219